Arrangement one

The following is a DFT calculation (ωB97M-V with the def2-TZVPD basis set) of one molecule with the formula C7H12.

Output
LUMO, eV: 1.11
SMILES: C[C@H]1[C@H]2CCC[C@@H]12

Bonds (Å) are listed after each position.
Geometry (Å):
1 C -0.24 1.61 1.50  C2 1.519, H8 1.095, H9 1.100, H10 1.093
2 C 0.48 1.33 0.19  C1 1.519, C3 1.533, C7 1.500, H11 1.091
3 C 1.18 0.09 -0.39  C2 1.533, C4 1.521, C7 1.507, H12 1.088
4 C 0.97 -1.41 -0.40  C3 1.521, C5 1.524, H13 1.106, H14 1.093
5 C -0.47 -1.66 0.03  C4 1.524, C6 1.552, H15 1.095, H16 1.096
6 C -1.21 -0.42 -0.55  C5 1.552, C7 1.537, H17 1.096, H18 1.092
7 C -0.13 0.58 -0.96  C2 1.500, C3 1.507, C6 1.537, H19 1.084
8 H 0.48 1.91 2.27  C1 1.095
9 H -0.94 2.45 1.36  C1 1.100
10 H -0.81 0.76 1.89  C1 1.093
11 H 1.08 2.20 -0.09  C2 1.091
12 H 2.10 0.40 -0.89  C3 1.088
13 H 0.99 -1.60 -1.49  C4 1.106
14 H 1.74 -2.05 0.05  C4 1.093
15 H -0.85 -2.60 -0.39  C5 1.095
16 H -0.56 -1.74 1.12  C5 1.096
17 H -1.90 0.01 0.19  C6 1.096
18 H -1.82 -0.69 -1.42  C6 1.092
19 H -0.09 0.83 -2.02  C7 1.084

Atom charges from the Löwdin analysis, given in e for atoms 1 to 2: atom 1 (C): -0.0670, atom 2 (C): -0.2375

---

Arrangement two

The following is a DFT calculation (ωB97M-V with the def2-TZVPD basis set) of one molecule with the formula C7H12.

Output
LUMO, eV: 1.03
SMILES: CC[C@]1(C)C=C1C

Bonds (Å) are listed after each position.
Geometry (Å):
1 C -1.73 1.75 0.51  C2 1.597, H8 1.107, H9 1.085, H10 1.100
2 C -0.84 1.05 -0.61  C1 1.597, C3 1.521, H11 1.090, H12 1.087
3 C -0.19 -0.18 0.01  C2 1.521, C4 1.520, C5 1.539, C6 1.706
4 C -0.84 -1.20 0.93  C3 1.520, H13 1.085, H14 1.101, H15 1.044
5 C 1.18 0.28 0.54  C3 1.539, C6 1.248, H16 1.095
6 C 1.43 -0.45 -0.44  C3 1.706, C5 1.248, C7 1.445
7 C 2.26 -1.35 -1.22  C6 1.445, H17 1.069, H18 1.116, H19 1.163
8 H -2.66 1.29 0.91  C1 1.107
9 H -2.00 2.67 -0.01  C1 1.085
10 H -1.05 1.92 1.36  C1 1.100
11 H -0.03 1.63 -1.04  C2 1.090
12 H -1.45 0.89 -1.50  C2 1.087
13 H -0.05 -1.88 1.21  C4 1.085
14 H -1.72 -1.74 0.53  C4 1.101
15 H -1.25 -0.77 1.79  C4 1.044
16 H 1.71 0.90 1.27  C5 1.095
17 H 1.90 -2.35 -1.21  C7 1.069
18 H 3.25 -1.38 -0.70  C7 1.116
19 H 2.08 -1.06 -2.33  C7 1.163

Atom charges from the Löwdin analysis, given in e for atoms 1 to 2: atom 1 (C): -0.0858, atom 2 (C): -0.2106

---

Arrangement three

The following is a DFT calculation (ωB97M-V with the def2-TZVPD basis set) of a 2-piece molecular cluster, C7H12 overall.

Output
LUMO, eV: 0.99
SMILES: CC1(C)CC1.C#C

Bonds (Å) are listed after each position.
Geometry (Å):
1 C 0.78 -0.53 1.21  C2 1.588, H6 1.064, H7 1.095, H8 1.041
2 C 0.41 0.29 -0.10  C1 1.588, C3 1.518, C4 1.512, C5 1.444
3 C 0.45 -0.65 -1.29  C2 1.518, H9 1.075, H10 1.112, H11 1.041
4 C -0.40 1.50 0.30  C2 1.512, C5 1.473, H12 1.036, H13 1.051
5 C 0.95 1.62 -0.26  C2 1.444, C4 1.473, H14 1.117, H15 1.140
6 H 0.48 0.17 1.95  C1 1.064
7 H 1.85 -0.60 1.44  C1 1.095
8 H 0.20 -1.39 1.26  C1 1.041
9 H -0.22 -1.45 -1.06  C3 1.075
10 H 1.49 -1.02 -1.24  C3 1.112
11 H 0.28 -0.24 -2.24  C3 1.041
12 H -1.22 1.87 -0.23  C4 1.036
13 H -0.34 1.82 1.30  C4 1.051
14 H 1.69 2.10 0.43  C5 1.117
15 H 1.13 2.11 -1.27  C5 1.140
16 C -2.68 -1.00 -0.50  C17 1.181, H18 1.048
17 C -1.99 -0.53 0.34  C16 1.181, H19 1.011
18 H -2.84 -1.47 -1.42  C16 1.048
19 H -1.85 0.15 1.07  C17 1.011

Atom charges from the Löwdin analysis, given in e for atoms 1 to 2: atom 1 (C): -0.0257, atom 2 (C): -0.5273

---

Which of them is the most stable? Correct choice: arrangement one.

---

Arrangement one

The following is a DFT calculation (ωB97M-V with the def2-TZVPD basis set) of a 2-piece molecular cluster, C4H8NO3 overall.

Output
LUMO, eV: 3.97
Charge: -1

Bonds (Å) are listed after each position.
Geometry (Å):
1 C 0.35 -2.47 -0.79  C2 1.422, H7 1.125, H8 1.066, H9 1.103
2 C -1.04 -2.26 -0.63  C1 1.422, O3 1.263, N4 1.371
3 O -1.90 -3.06 -1.10  C2 1.263
4 N -1.44 -1.09 -0.03  C2 1.371, H5 0.990, H6 0.985
5 H -2.33 -0.97 0.39  N4 0.990
6 H -0.88 -0.28 -0.04  N4 0.985
7 H 0.57 -3.32 -0.09  C1 1.125
8 H 1.05 -1.69 -0.56  C1 1.066
9 H 0.56 -2.85 -1.80  C1 1.103
10 C 1.01 3.18 0.43  C11 1.632, H14 1.053, H15 1.061, H16 1.135
11 C 0.48 1.74 1.00  C10 1.632, O12 1.250, O13 1.223
12 O 0.62 0.80 0.19  C11 1.250
13 O -0.20 1.74 2.01  C11 1.223
14 H 1.62 3.16 -0.42  C10 1.053
15 H 1.50 3.66 1.24  C10 1.061
16 H 0.04 3.72 0.22  C10 1.135

Atom charges from the Löwdin analysis, given in e for atoms 1 to 2: atom 1 (C): -0.0358, atom 2 (C): -0.5980

---

Arrangement two

The following is a DFT calculation (ωB97M-V with the def2-TZVPD basis set) of a 2-piece molecular cluster, C4H8NO3 overall.

Output
LUMO, eV: 3.93
Charge: -1

Bonds (Å) are listed after each position.
Geometry (Å):
1 C 0.46 0.31 2.85  C2 1.541, H5 1.031, H6 0.970, H7 1.113
2 C -0.57 -0.21 1.83  C1 1.541, O3 1.293, O4 1.285
3 O -0.21 -1.17 1.04  C2 1.293
4 O -1.76 0.25 1.74  C2 1.285
5 H 1.02 -0.42 3.32  C1 1.031
6 H 0.28 0.85 3.64  C1 0.970
7 H 1.26 0.72 2.20  C1 1.113
8 C -1.19 -0.27 -1.77  C9 1.536, H14 1.257, H15 1.118, H16 1.156
9 C 0.16 0.25 -2.29  C8 1.536, O10 1.223, N11 1.357
10 O 0.29 0.99 -3.26  C9 1.223
11 N 1.33 0.04 -1.64  C9 1.357, H12 1.002, H13 0.962
12 H 2.15 0.37 -2.11  N11 1.002
13 H 1.31 -0.27 -0.73  N11 0.962
14 H -1.34 -1.48 -2.08  C8 1.257
15 H -2.15 0.19 -2.11  C8 1.118
16 H -1.04 -0.14 -0.63  C8 1.156

Atom charges from the Löwdin analysis, given in e for atoms 1 to 2: atom 1 (C): -0.0290, atom 2 (C): -0.6995

---

Which of them is the most stable? Correct choice: arrangement one.